Formula: C2H4NO2
Source: the OMol25 dataset
Level of theory: ωB97M-V with the def2-TZVPD basis set

- Spin multiplicity: 3
- Net charge: +1
- HOMO energy (spin up / spin down): -11.9 / -18.5 eV
- LUMO (spin up / spin down): -0.191 / -0.293 Eh
- HOMO-LUMO gap (spin up / spin down): 6.725 / 10.546 eV
- Energy: -283.3762 hartree

```
9
Properties=species:S:1:pos:R:3:nbo_charge:R:1
C 1.029 1.729 0.130 -0.1730
C -0.410 -1.837 -0.340 1.0013
N -1.247 -1.144 0.285 -0.7987
O 0.058 1.077 -0.213 -0.3081
O 0.437 -2.429 -0.883 -0.2763
H 1.775 1.624 0.844 0.2702
H 1.333 2.432 -0.643 0.2955
H -0.795 -0.117 0.271 0.4960
H -2.180 -1.335 0.547 0.4932
```

---

Formula: C2H4NO2
Source: the OMol25 dataset
Level of theory: ωB97M-V with the def2-TZVPD basis set

- Spin multiplicity: 3
- Net charge: +1
- HOMO energy (spin up / spin down): -11.4 / -18.1 eV
- LUMO (spin up / spin down): -0.198 / -0.283 Eh
- HOMO-LUMO gap (spin up / spin down): 6.031 / 10.420 eV
- Energy: -283.3626 hartree

```
9
Properties=species:S:1:pos:R:3:nbo_charge:R:1
C -1.726 -0.439 0.991 -0.1716
C 0.643 0.115 -1.065 0.9993
N 1.755 0.545 -0.585 -0.8341
O -0.652 -0.022 0.674 -0.2893
O -0.047 -0.348 -1.828 -0.2805
H -1.768 -0.662 1.999 0.2740
H -2.665 -0.760 0.380 0.2988
H 2.028 0.310 0.449 0.4972
H 2.431 1.261 -1.014 0.5062
```

---

Formula: C2H4NO2S
Source: the OMol25 dataset
Level of theory: ωB97M-V with the def2-TZVPD basis set

- Spin multiplicity: 1
- Net charge: -1
- HOMO energy (spin up / spin down): -3.6 / -2.4 eV
- LUMO (spin up / spin down): 0.149 / 0.147 Eh
- HOMO-LUMO gap (spin up / spin down): 7.681 / 6.439 eV
- Energy: -681.9105 hartree

```
10
Properties=species:S:1:pos:R:3:nbo_charge:R:1
C -1.496 -0.277 -0.199 0.1575
C 0.947 0.243 0.633 -0.7210
N -1.095 -1.182 -0.870 -0.7446
O -3.636 -0.690 0.948 -1.0239
O -3.903 0.766 -1.082 -1.0057
S -3.210 0.533 0.199 1.4747
H 0.913 0.847 1.515 0.1538
H 1.050 -0.847 0.777 0.1748
H 1.399 0.801 -0.281 0.1706
H -1.599 -1.985 -1.185 0.3637
```

---

Formula: C2H4NO3
Source: the OMol25 dataset
Level of theory: ωB97M-V with the def2-TZVPD basis set

- Spin multiplicity: 1
- Net charge: -1
- HOMO energy: -3.9 eV
- LUMO: 0.132 Eh
- HOMO-LUMO gap: 7.501 eV
- Energy: -359.1443 hartree

```
10
Properties=species:S:1:pos:R:3:nbo_charge:R:1
C 1.517 0.581 0.380 0.5275
N 1.871 0.281 -0.938 -0.8578
O 2.325 0.771 1.254 -0.5971
H 0.423 0.624 0.505 0.1619
H 1.493 -0.583 -1.305 0.3920
H 2.867 0.384 -1.074 0.3679
O -3.336 -0.604 -0.714 -0.7971
C -2.626 -0.488 0.315 0.6172
O -2.439 0.492 1.053 -0.7854
H -2.094 -1.460 0.524 -0.0290
```

---

Calculated values (eV) of energy relative to the best compared isomer or geometry (same formula, charge and spin) for the records, taken in order: 1.5941 1.9635 4.8340 0.9953.